C31H43CrN4O7Se as an isolated structure. Source: the Open Molecules 2025 dataset; level of theory: wB97M-V/def2-TZVPD.

CARTESIAN COORDINATES (ANGSTROEM)
Cr1 -0.445 0.492 -0.139
C1 2.659 -1.562 -2.766
N1 2.086 -2.436 -1.739
C2 2.566 -3.821 -1.758
C3 1.161 -2.002 -0.910
O1 0.795 -0.803 -0.922
C4 0.518 -2.990 0.058
O2 -0.581 -2.413 0.715
C5 -0.524 -2.281 2.111
C6 0.007 -0.913 2.535
O3 0.067 -0.006 1.668
N2 0.398 -0.703 3.771
C7 0.916 0.601 4.198
C8 0.262 -1.685 4.853
H1 3.679 -1.292 -2.494
H2 2.060 -0.665 -2.869
H3 2.675 -2.106 -3.708
H4 3.633 -3.804 -1.965
H5 2.064 -4.389 -2.542
H6 2.420 -4.315 -0.804
H7 1.273 -3.352 0.761
H8 0.158 -3.849 -0.514
H9 0.068 -3.080 2.560
H10 -1.549 -2.372 2.477
H11 1.047 1.250 3.341
H12 1.872 0.445 4.695
H13 0.218 1.054 4.900
H14 -0.243 -2.586 4.527
H15 -0.325 -1.238 5.654
H16 1.246 -1.941 5.240
O4 -1.270 2.198 0.384
C9 -0.922 2.690 -0.749
O5 -0.479 1.796 -1.572
C10 -0.994 4.099 -1.073
C11 -0.215 4.596 -2.112
C12 -0.232 5.955 -2.431
C13 -1.071 6.747 -1.685
O6 -1.269 8.072 -1.814
C14 -2.231 8.449 -0.812
O7 -2.584 7.253 -0.100
C15 -1.858 6.248 -0.653
C16 -1.839 4.931 -0.306
H17 0.416 3.920 -2.671
H18 0.379 6.368 -3.220
H19 -3.113 8.856 -1.300
H20 -1.776 9.160 -0.127
H21 -2.429 4.544 0.512
C17 -3.248 -2.665 -3.839
C18 -4.347 -1.608 -3.814
C19 -3.944 -0.310 -4.511
C20 -2.951 0.528 -3.718
N3 -3.574 1.182 -2.556
C21 -3.442 0.852 -1.267
Se1 -2.450 -0.638 -0.629
N4 -4.167 1.690 -0.516
C22 -4.313 1.674 0.946
C23 -5.694 1.241 1.421
C24 -6.008 -0.248 1.260
C25 -6.393 -0.663 -0.159
C26 -4.787 2.615 -1.355
C27 -5.614 3.700 -1.077
C28 -6.046 4.435 -2.162
C29 -5.664 4.108 -3.475
C30 -4.841 3.035 -3.744
C31 -4.417 2.291 -2.647
H22 -3.581 -3.589 -3.364
H23 -2.350 -2.333 -3.310
H24 -2.962 -2.905 -4.865
H25 -4.639 -1.397 -2.779
H26 -5.241 -2.004 -4.299
H27 -4.829 0.295 -4.724
H28 -3.483 -0.536 -5.475
H29 -2.521 1.324 -4.326
H30 -2.129 -0.076 -3.338
H31 -4.082 2.680 1.295
H32 -3.540 1.012 1.328
H33 -6.465 1.828 0.914
H34 -5.746 1.518 2.477
H35 -6.836 -0.489 1.927
H36 -5.153 -0.839 1.607
H37 -7.190 -0.024 -0.548
H38 -6.756 -1.690 -0.180
H39 -5.556 -0.609 -0.857
H40 -5.906 3.960 -0.069
H41 -6.695 5.285 -2.000
H42 -6.025 4.716 -4.295
H43 -4.547 2.789 -4.756

HOMO-LUMO gap (spin up / spin down)	0.2357 / 0.2573	Eh
E	-146894.598	eV
relative energy (zero: lowest compared OMol25 entry of this formula, charge and spin)	4.1	kcal per mole
highest occupied orbital energy (spin up / spin down)	-12.62 / -12.61	eV
2S+1	2
net charge	+2